One molecule with the formula C6H4O. Source: the OMol25 dataset; level of theory: the ωB97M-V functional and the def2-TZVPD basis.

Summary:
HOMO-LUMO gap in hartree: 0.3700
Energy relative to the best compared isomer or geometry (same formula, charge and spin) in kcal/mol: 72.79
SMILES string: C#CC(=O)C#CC
Calculated total energy in Ha: -306.0955
Total charge: 0
HOMO level in eV: -10.080

Each line ends with the natural charge from an NBO analysis.
Cartesian coordinates (Å):
C  -1.54637  -0.09178  1.34279  -0.198
C  -0.36270  -0.21372  1.53977  -0.102
C  1.10597  -0.35904  1.63108  0.466
O  1.69377  -0.62588  2.64489  -0.465
C  1.60275  -0.13014  0.27060  -0.178
C  0.93615  0.08175  -0.72270  0.190
C  -0.01868  0.29710  -1.78539  -0.719
H  -2.60436  -0.00022  1.22730  0.240
H  0.50788  0.37067  -2.73359  0.256
H  -0.58986  1.21593  -1.60052  0.254
H  -0.72456  -0.54468  -1.81425  0.256

Cartesian forces, eV/Å:
0.44 -0.10 0.29
-0.57 -0.06 0.48
-0.09 -0.08 0.46
-0.07 0.10 -0.39
-0.71 0.10 -0.23
0.50 -0.04 -0.11
0.08 0.02 -0.19
0.18 0.00 0.01
-0.19 0.05 -0.24
0.20 -0.15 -0.05
0.23 0.16 -0.03